The following is a DFT calculation (wB97M-V/def2-TZVPD) of an isolated ion of composition C5H11ClIN2 and charge +1 in a non-equilibrium geometry.

Properties
gap between HOMO and LUMO (alpha / beta) = 4.84 / 6.36 eV
⟨S²⟩ = 2.01
HOMO level (alpha / beta) = -0.3187 / -0.4885 Ha

ORCA input file:
```
! wB97M-V def2-TZVPD RIJCOSX def2/J DEFGRID3
* xyz 1 3
C -0.62812 2.00434 0.53977
C 1.62714 -0.29502 -1.22515
C 0.17109 -2.09901 0.43385
C 0.24309 0.16464 -0.94579
C -0.75635 -1.36222 -0.57360
N -0.69614 2.52676 1.76614
N 0.06350 0.88690 0.36779
Cl -1.48499 2.74749 -0.75156
I -2.73050 -0.73521 0.08166
H 2.29318 -0.62439 -0.28370
H 1.69771 -1.03196 -2.00371
H 2.03914 0.56729 -1.82787
H -0.52072 -2.82000 1.02193
H 0.88574 -2.84171 -0.05726
H 0.72453 -1.52275 1.19286
H -0.38015 0.78680 -1.73972
H -0.99591 -1.76125 -1.45558
H -0.44034 1.92056 2.53060
H -1.45799 3.18285 1.79981
H 0.34610 0.30590 1.12951
*
```

***

The following is a DFT calculation (wB97M-V/def2-TZVPD) of a single C5H11ClSi molecule in a non-equilibrium geometry.

Properties
gap between HOMO and LUMO = 10.00 eV
structure (SMILES) = CC(C)=C(C)[SiH2]Cl
energy above the lowest of the compared OMol25 structures with the same formula, charge and spin = 67.24 kJ/mol
HOMO level = -0.3362 Ha

ORCA input file:
```
! wB97M-V def2-TZVPD RIJCOSX def2/J DEFGRID3
* xyz 0 1
C 0.68377 0.19954 0.22439
C -0.40458 -0.09449 -0.48730
C 0.74899 0.97513 1.57394
C 2.12702 -0.27360 -0.22900
C -0.51524 -0.90257 -1.67470
Si -2.17666 0.26745 0.37720
Cl -3.37715 -1.28401 -0.19539
H 1.70555 1.48031 1.63882
H 0.58428 0.27186 2.39595
H -0.02240 1.73762 1.49090
H 2.71227 -0.18739 0.66676
H 2.55619 0.48116 -0.94498
H 1.98236 -1.21486 -0.77615
H 0.48200 -1.44276 -1.91218
H -1.31719 -1.62448 -1.65857
H -0.82923 -0.22848 -2.45684
H -2.93033 1.42789 0.05067
H -2.00966 0.41167 1.91648
*
```

***

The following is a DFT calculation (wB97M-V/def2-TZVPD) of C5H11EuO2 as an isolated structure in a non-equilibrium geometry.

Properties
gap between HOMO and LUMO (alpha / beta) = 7.67 / 8.76 eV
⟨S²⟩ = 15.76
HOMO level (alpha / beta) = -0.4217 / -0.4600 Ha

ORCA input file:
```
! wB97M-V def2-TZVPD RIJCOSX def2/J DEFGRID3
* xyz 1 8
C 1.44336 -0.45782 -0.48457
C 1.12737 -1.62382 -1.39271
H 0.16952 0.81500 -1.27394
H 1.96250 0.36886 -0.98168
H 0.21608 -2.14831 -1.07945
H 1.96271 -2.33528 -1.34303
H 1.01419 -1.30789 -2.43795
O -1.99579 1.97674 1.38958
C -1.19460 2.09412 0.27821
C -0.67565 0.81933 -0.34509
O 0.19576 0.05735 0.48999
C -0.41290 -0.77606 1.57660
Eu -2.13823 0.52843 2.85316
H -0.29708 2.72089 0.46906
H -1.72998 2.58823 -0.56111
H -1.47966 0.16461 -0.70880
H 0.46252 -1.04198 2.18320
H -0.77482 -1.68146 1.06631
H 2.14472 -0.76093 0.30224
*
```

***

The following is a DFT calculation (wB97M-V/def2-TZVPD) of an isolated ion of composition C5H11FN and charge +1 in a non-equilibrium geometry.

Properties
gap between HOMO and LUMO = 9.96 eV
structure (SMILES) = C/C=C(\F)[C@@H](C)[NH3+]
energy above the lowest of the compared OMol25 structures with the same formula, charge and spin = 280.09 kJ/mol
HOMO level = -0.5002 Ha

ORCA input file:
```
! wB97M-V def2-TZVPD RIJCOSX def2/J DEFGRID3
* xyz 1 1
C -1.59372 0.33402 -0.30727
C -0.66191 -0.54925 -0.14944
C -3.05267 0.16645 -0.04674
C 1.41493 0.92700 0.38048
C 1.09278 -0.18711 -0.50945
N 1.72545 -1.41755 -0.26634
F -0.83648 -1.85342 0.25145
H -1.29359 1.21531 -0.84030
H -3.11256 0.20856 1.08850
H -3.59493 0.98514 -0.50811
H -3.30654 -0.83720 -0.19659
H 1.43359 0.81751 1.51932
H 2.43044 1.40552 0.32232
H 0.77796 1.79930 0.17997
H 1.05371 0.14045 -1.57557
H 2.79552 -1.52744 -0.37276
H 1.26302 -1.99206 -0.88292
H 1.32413 -1.85343 0.59854
*
```

***

The following is a DFT calculation (wB97M-V/def2-TZVPD) of C5H11FN as an isolated structure in a non-equilibrium geometry.

Properties
gap between HOMO and LUMO = 10.99 eV
energy above the lowest of the compared OMol25 structures with the same formula, charge and spin = 458.28 kJ/mol
HOMO level = -0.5752 Ha

ORCA input file:
```
! wB97M-V def2-TZVPD RIJCOSX def2/J DEFGRID3
* xyz 1 1
C -1.29886 1.08657 0.69043
C -1.36727 0.81496 -0.80101
C -0.18488 0.15081 1.27039
C -0.33736 -0.27323 -1.02636
C 2.07886 -1.48397 -0.10168
N 0.61843 -0.15685 0.04362
F 1.46329 0.97326 -0.00861
H -1.12966 2.17341 0.89889
H -2.24074 0.84677 1.13987
H -2.29578 0.57267 -1.31137
H -0.92976 1.78853 -1.32002
H 0.37180 0.70791 2.11356
H -0.49717 -0.88477 1.49844
H -0.84491 -1.22225 -0.76204
H 0.04640 -0.21010 -2.05480
H 2.99096 -0.82013 0.10669
H 1.67593 -2.18950 0.62616
H 1.88071 -1.87406 -1.00215
*
```

***

The following is a DFT calculation (wB97M-V/def2-TZVPD) of a 2-piece molecular cluster, C5H11FN overall in a non-equilibrium geometry.

Properties
gap between HOMO and LUMO (alpha / beta) = 9.13 / 8.03 eV
⟨S²⟩ = 2.01
energy above the lowest of the compared OMol25 structures with the same formula, charge and spin = 219.05 kJ/mol
HOMO level (alpha / beta) = -0.4497 / -0.5060 Ha

ORCA input file:
```
! wB97M-V def2-TZVPD RIJCOSX def2/J DEFGRID3
* xyz 1 3
C 0.42249 -2.54134 2.44490
C 1.11444 -2.14920 1.43613
C -0.18902 1.64612 -1.51791
C -0.22490 1.04528 0.91323
C -0.06430 -0.75442 -0.74241
N 0.30676 0.61942 -0.37877
F 2.26332 -2.30287 0.79148
H 0.44480 -3.39321 3.04598
H -0.49569 -1.81655 2.66128
H 0.26665 2.58931 -1.17946
H 0.15094 1.34823 -2.46284
H -1.27540 1.42947 -1.41821
H 0.27479 0.40290 1.66920
H -0.12164 2.15102 1.28280
H -1.39261 0.92623 1.04083
H 0.42726 -1.08942 -1.59712
H -1.16254 -0.89668 -0.67558
H 1.32999 0.60183 -0.18216
*
```

***

The following is a DFT calculation (wB97M-V/def2-TZVPD) of a single C5H11FN2 molecule in a non-equilibrium geometry.

Properties
gap between HOMO and LUMO = 10.02 eV
structure (SMILES) = N[C@H]1[C@@H](CF)C[C@H]1N
energy above the lowest of the compared OMol25 structures with the same formula, charge and spin = 105.81 kJ/mol
HOMO level = -0.3332 Ha

ORCA input file:
```
! wB97M-V def2-TZVPD RIJCOSX def2/J DEFGRID3
* xyz 0 1
C 1.36124 -0.37610 0.18044
C 0.23458 -1.11682 -0.58834
C -0.75601 -0.55924 0.54587
C -2.14734 -0.25444 0.20097
C 0.30386 0.53984 0.81303
H 2.04982 0.97647 -1.18597
H 3.02643 -0.33793 -0.99353
H 1.82111 -1.09018 0.92951
H -0.01302 -0.48074 -1.55397
H 0.33330 -2.15554 -0.74313
H -0.74817 -1.20540 1.43284
H -2.65469 0.24159 1.04478
H -2.67796 -1.19992 -0.03485
H 0.40962 0.77740 1.88739
H 0.07787 1.54199 -0.90567
H -0.90224 2.07008 0.30099
N 2.45856 0.33836 -0.48769
N 0.09213 1.77983 0.09105
F -2.26912 0.51078 -0.93372
*
```